17
Properties=species:S:1:pos:R:3:forces:R:3 method="wB97M-V/def2-TZVPD" total_energy_ev=-8425.429 lumo_ev=1.068 charge=0 homo_lumo_gap_ev=9.1
C -0.041651 2.302191 -1.344160 0.0 -0.2 0.0
C 0.538560 2.237506 0.022619 -0.3 0.3 -0.2
O -0.425490 0.256699 0.421184 0.0 0.1 -0.3
C -0.370217 -0.778992 1.406449 -0.1 0.0 0.4
C -0.727741 -2.056471 0.650376 -0.1 -0.1 0.1
C 0.514761 -1.801915 -0.259315 0.0 0.0 -0.2
C 0.776325 -0.528804 0.534473 0.4 0.0 0.0
H 0.410701 1.619451 -2.069959 0.1 0.1 0.1
H -1.131173 2.268741 -1.462786 0.1 0.1 0.2
H 0.282699 3.318352 -1.635338 0.0 0.0 0.0
H -0.193464 2.745427 0.682636 0.1 -0.1 -0.1
H -0.572767 -0.481397 2.425343 0.0 -0.1 0.0
H -1.708673 -2.006509 0.170369 0.1 -0.1 0.1
H -0.635627 -2.966340 1.247315 0.0 0.1 -0.1
H 1.285147 -2.572355 -0.149620 -0.1 0.2 0.0
H 0.318684 -1.608135 -1.314268 0.0 -0.1 0.0
H 1.679925 0.052552 0.674680 -0.1 -0.2 0.0